Record 1
Here is a cluster of 2 separate species, C10H16 in total from the Open Molecules 2025 dataset. Energies are from ωB97M-V/def2-TZVPD.

Positions of all 26 atoms, in Å:
H -0.686 -4.148 2.303
H -0.216 3.106 -2.276
H -2.625 -0.839 -0.611
H -0.396 0.112 -0.988
H 1.604 4.696 -1.843
H 1.742 -1.054 -0.662
C -0.087 -3.498 1.672
C -2.220 -0.059 0.039
C -0.159 3.558 -1.285
H -0.852 4.397 -1.240
C 1.190 -1.751 -0.040
C 1.282 4.006 -1.061
H 1.567 -4.823 1.396
C -0.662 -2.267 1.373
C 1.763 -2.966 0.291
H 1.381 4.589 -0.142
H -2.584 0.889 -0.357
C -0.054 -1.390 0.485
H 2.785 -3.119 -0.030
C -0.697 -0.109 0.040
H -2.706 -0.184 1.009
C 1.134 -3.867 1.136
H -1.656 -2.032 1.738
H -0.489 2.824 -0.550
H 1.971 3.171 -1.000
H -0.330 0.758 0.604

Summary:
* net charge: 0
* energy above the lowest of the compared OMol25 structures with the same formula, charge and spin: 0.282 eV
* SMILES string: CCc1ccccc1.CC
* LUMO energy: 0.975 eV
* frontier orbital gap: 10.0 eV
* calculated total energy: -10629.4613 eV

Calculated atomic charges, method Mulliken, unit e:
1 H 0.35
2 H 0.26
3 H 0.36
4 H 0.32
5 H 0.30
6 H 0.34
7 C -0.42
8 C -1.34
9 C -0.55
10 H 0.34
11 C -0.54
12 C -0.93
13 H 0.38
14 C -0.37
15 C -0.38
16 H 0.28
17 H 0.35
18 C 0.66
19 H 0.34
20 C -0.24
21 H 0.32
22 C -0.55
23 H 0.22
24 H 0.01
25 H 0.28
26 H 0.22



Record 2
Here is a cluster of 2 separate species, C10H16 in total at a distorted geometry from the Open Molecules 2025 dataset. Energies are from ωB97M-V/def2-TZVPD.

Positions of all 26 atoms, in Å:
H -1.704 2.816 0.213
H -2.693 0.931 -1.095
C 0.271 2.082 0.041
C 1.049 -2.232 -1.970
H 1.630 -0.602 -3.120
C -1.618 1.018 -1.002
C -1.099 2.009 -0.183
H -1.177 1.211 3.180
H 0.725 -2.479 -0.953
H 0.698 -0.376 2.126
H 0.354 -0.784 3.843
H 1.825 -2.964 -2.205
H 2.587 -0.848 -1.650
H -0.341 -1.704 2.527
C 1.154 1.292 -0.668
H -1.099 -0.691 -2.189
H 0.203 -2.364 -2.645
H 2.225 1.470 -0.652
C -0.730 0.123 -1.591
H -1.656 0.456 1.766
C 0.642 0.242 -1.450
C 1.576 -0.773 -2.036
C -0.071 -0.694 2.841
C -1.276 0.213 2.756
H -2.097 -0.172 3.363
H 0.622 2.820 0.751

Summary:
* net charge: 0
* energy above the lowest of the compared OMol25 structures with the same formula, charge and spin: 0.561 eV
* SMILES string: CCc1ccccc1.CC
* LUMO energy: 1.042 eV
* frontier orbital gap: 10.0 eV
* calculated total energy: -10629.1831 eV

Calculated atomic charges, method Mulliken, unit e:
1 H 0.36
2 H 0.39
3 C -0.24
4 C -1.17
5 H 0.25
6 C -0.53
7 C -0.72
8 H 0.28
9 H 0.31
10 H 0.17
11 H 0.32
12 H 0.38
13 H 0.34
14 H 0.23
15 C -0.58
16 H 0.26
17 H 0.29
18 H 0.36
19 C -0.28
20 H 0.11
21 C 0.72
22 C -0.58
23 C -0.71
24 C -0.75
25 H 0.36
26 H 0.41



Record 3
Here is a cluster of 2 separate species, C10H16 in total at a distorted geometry from the Open Molecules 2025 dataset. Energies are from ωB97M-V/def2-TZVPD.

Positions of all 26 atoms, in Å:
H -2.704 -2.026 -0.976
H -1.925 -1.936 1.043
H -2.552 -0.209 2.833
H 1.297 1.545 -1.044
H 2.420 -1.161 1.619
H 3.766 -0.808 0.572
H -1.734 2.199 2.368
C -1.574 1.320 1.703
C 1.861 -0.389 -0.339
C -1.168 1.667 0.481
H 2.907 0.649 1.233
H -2.046 -1.244 -2.432
C -1.824 -0.901 0.898
C -2.029 -0.006 1.945
H 1.906 0.781 -2.293
C -1.221 0.855 -0.724
H 1.931 -1.275 -0.949
C -1.748 -1.540 -1.420
H -1.072 -2.393 -1.445
H -0.897 2.681 0.254
H 3.085 1.428 -0.796
H -0.713 1.237 -1.661
C 2.128 0.873 -1.200
C 2.747 -0.507 0.840
H 0.717 -0.402 -0.076
C -1.558 -0.440 -0.436

Summary:
* net charge: 0
* energy above the lowest of the compared OMol25 structures with the same formula, charge and spin: 2.431 eV
* SMILES string: Cc1ccccc1.CCC
* LUMO energy: 0.977 eV
* frontier orbital gap: 9.9 eV
* calculated total energy: -10627.3128 eV

Calculated atomic charges, method Mulliken, unit e:
1 H 0.35
2 H 0.57
3 H 0.46
4 H 0.18
5 H 0.36
6 H 0.33
7 H 0.31
8 C -0.50
9 C 0.74
10 C -0.09
11 H 0.25
12 H 0.37
13 C -0.55
14 C -0.62
15 H 0.32
16 C -0.68
17 H 0.34
18 C -1.46
19 H 0.28
20 H 0.40
21 H 0.31
22 H 0.46
23 C -1.05
24 C -1.35
25 H -0.47
26 C 0.75



Record 4
Here is a cluster of 2 separate species, C10H16 in total at a distorted geometry from the Open Molecules 2025 dataset. Energies are from ωB97M-V/def2-TZVPD.

Positions of all 26 atoms, in Å:
C -1.068 3.002 -0.841
C 1.030 -2.701 1.169
H 1.703 -0.977 0.317
H -0.477 3.083 -2.775
C 2.279 -1.829 0.814
H -0.337 0.320 1.012
H 0.149 -0.717 -1.006
H 2.799 -1.455 1.748
H -1.492 4.005 -0.761
C -0.592 0.966 0.088
H 0.504 -2.543 -0.886
H 0.368 -2.087 1.833
H 1.409 -3.692 1.666
C -1.940 2.695 1.434
C -0.245 0.281 -1.100
H -1.477 3.701 1.445
H 1.161 -4.042 -0.599
H -1.615 2.280 2.460
C -1.181 2.171 0.272
C 0.524 -3.282 -0.158
H -0.399 -3.816 -0.272
C -0.476 1.074 -2.153
H -0.262 0.515 -3.127
H -2.891 2.625 1.437
H 3.065 -2.078 -0.035
C -0.540 2.502 -1.979

Summary:
* net charge: 0
* energy above the lowest of the compared OMol25 structures with the same formula, charge and spin: 3.533 eV
* SMILES string: Cc1ccccc1.CCC
* LUMO energy: 0.952 eV
* frontier orbital gap: 9.8 eV
* calculated total energy: -10626.2107 eV

Calculated atomic charges, method Mulliken, unit e:
1 C -0.24
2 C -0.20
3 H 0.03
4 H 0.48
5 C -0.73
6 H -0.01
7 H -0.25
8 H 0.28
9 H 0.36
10 C 0.33
11 H 0.25
12 H 0.29
13 H 0.27
14 C -1.38
15 C 0.41
16 H 0.37
17 H 0.37
18 H 0.28
19 C 0.43
20 C -1.18
21 H 0.37
22 C -0.49
23 H 0.29
24 H 0.37
25 H 0.27
26 C -0.98



Record 5
Here is a cluster of 2 separate species, C10H16 in total at a distorted geometry from the Open Molecules 2025 dataset. Energies are from ωB97M-V/def2-TZVPD.

Positions of all 26 atoms, in Å:
H -2.822 0.161 2.373
H 1.844 -2.514 0.396
H 3.810 0.887 -1.482
C 0.914 -1.510 -1.161
C 1.840 0.457 -2.111
H -0.195 -3.242 -1.581
C 1.963 -1.641 -0.229
H 1.702 1.331 -2.737
H 3.847 -0.788 0.329
C 2.953 0.253 -1.317
H -3.240 1.768 2.903
H 0.192 2.022 1.336
H -0.091 -0.317 -2.667
H -1.192 -1.799 -1.270
C 3.005 -0.729 -0.352
H -1.928 2.858 1.518
C -0.330 -2.367 -0.939
H -0.576 0.723 2.333
H -3.954 1.063 1.424
C 0.793 -0.471 -2.070
H -2.226 1.930 0.099
C -1.944 1.829 1.140
H -0.360 0.466 0.607
C -3.047 1.174 2.022
C -0.549 1.226 1.367
H -0.409 -2.770 0.069

Summary:
* net charge: 0
* energy above the lowest of the compared OMol25 structures with the same formula, charge and spin: 0.827 eV
* SMILES string: Cc1ccccc1.CCC
* LUMO energy: 1.012 eV
* frontier orbital gap: 9.9 eV
* calculated total energy: -10628.9162 eV

Calculated atomic charges, method Mulliken, unit e:
1 H 0.33
2 H 0.40
3 H 0.37
4 C 1.02
5 C -0.36
6 H 0.43
7 C -0.61
8 H 0.38
9 H 0.38
10 C -0.54
11 H 0.32
12 H 0.33
13 H 0.38
14 H 0.36
15 C -0.44
16 H 0.24
17 C -1.65
18 H 0.34
19 H 0.29
20 C -0.53
21 H 0.41
22 C -0.31
23 H 0.01
24 C -1.15
25 C -0.77
26 H 0.39



Record 6
Here is a cluster of 2 separate species, C10H16 in total at a distorted geometry from the Open Molecules 2025 dataset. Energies are from ωB97M-V/def2-TZVPD.

Positions of all 26 atoms, in Å:
C -1.067 -2.333 -0.763
C 0.083 -0.547 0.662
H 3.282 0.154 1.260
H 0.350 3.751 -1.440
H 1.635 -2.955 -1.150
H -2.686 -3.415 0.137
C -1.018 3.464 0.208
H -1.101 3.980 1.164
C 0.144 -1.644 -0.240
H -1.925 -1.647 -0.746
H -1.478 -3.016 1.276
H 3.546 -1.968 -0.078
C 2.564 -1.527 0.050
C 2.456 -0.458 0.914
H -1.981 2.971 0.012
C -0.446 4.307 -0.924
H -0.452 2.541 0.328
H 1.167 1.113 1.524
C 1.205 0.180 0.970
H -0.907 -0.135 0.839
H -1.013 -2.746 -1.766
C 1.426 -2.066 -0.559
H -1.135 -4.372 0.225
H -1.219 4.650 -1.604
C -1.607 -3.392 0.257
H 0.178 5.108 -0.554

Summary:
* net charge: 0
* energy above the lowest of the compared OMol25 structures with the same formula, charge and spin: 1.134 eV
* SMILES string: CCc1ccccc1.CC
* LUMO energy: 0.949 eV
* frontier orbital gap: 9.9 eV
* calculated total energy: -10628.6092 eV

Calculated atomic charges, method Mulliken, unit e:
1 C -0.83
2 C -0.43
3 H 0.33
4 H 0.29
5 H 0.33
6 H 0.34
7 C -0.37
8 H 0.34
9 C 0.70
10 H 0.31
11 H 0.34
12 H 0.35
13 C -0.29
14 C -0.72
15 H 0.30
16 C -0.87
17 H -0.22
18 H 0.36
19 C -0.40
20 H 0.34
21 H 0.39
22 C -0.35
23 H 0.32
24 H 0.27
25 C -1.09
26 H 0.29



Record 7
Here is a cluster of 2 separate species, C10H16 in total at a distorted geometry from the Open Molecules 2025 dataset. Energies are from ωB97M-V/def2-TZVPD.

Positions of all 26 atoms, in Å:
C -1.415 2.134 -1.724
H -1.202 0.187 2.536
C 0.843 -1.715 -0.496
C -0.042 -1.191 0.439
C -0.662 -0.729 2.808
C 2.189 -1.785 -0.176
H 3.657 -1.147 1.380
H -1.511 3.073 -2.287
H -2.885 1.056 -2.812
C 0.362 -1.110 1.827
H 0.092 2.824 -0.257
C -1.879 0.876 -2.457
C -0.071 2.076 -1.033
H -1.823 0.011 -1.809
C 1.720 -1.246 2.152
H -1.275 0.812 -3.367
H -2.222 2.517 -1.071
H -1.030 -0.934 0.081
H -1.463 -1.477 2.862
C 2.629 -1.392 1.132
H 0.489 -2.241 -1.376
H 2.024 -1.159 3.184
H 0.716 2.175 -1.780
H 0.173 1.082 -0.640
H -0.311 -0.626 3.832
H 2.897 -2.070 -0.947

Summary:
* net charge: +1
* energy above the lowest of the compared OMol25 structures with the same formula, charge and spin: 0.767 eV
* spin multiplicity: 2
* LUMO energy (spin up / spin down): -4.489 / -8.169 eV
* frontier orbital gap (spin up / spin down): 9.0 / 5.3 eV
* calculated total energy: -10620.1062 eV

Calculated atomic charges, method Mulliken, unit e:
1 C -0.48
2 H 0.34
3 C -0.42
4 C -0.32
5 C -1.32
6 C -0.31
7 H 0.45
8 H 0.40
9 H 0.35
10 C 0.99
11 H 0.35
12 C -0.89
13 C -0.63
14 H 0.15
15 C -0.62
16 H 0.27
17 H 0.32
18 H 0.54
19 H 0.36
20 C -0.39
21 H 0.44
22 H 0.40
23 H 0.33
24 H -0.12
25 H 0.39
26 H 0.43



Record 8
Here is a cluster of 2 separate species, C10H16 in total at a distorted geometry from the Open Molecules 2025 dataset. Energies are from ωB97M-V/def2-TZVPD.

Positions of all 26 atoms, in Å:
C 1.535 1.061 -1.098
C 2.666 1.584 2.925
C -2.062 -2.555 -1.052
H 1.235 1.171 -2.149
H -1.859 0.113 1.065
C 0.287 0.846 -0.224
H 2.148 1.849 -0.689
H -3.292 -1.976 0.621
H -1.053 -2.685 -2.949
C -0.432 -1.000 -1.802
H 2.855 3.678 2.288
H 2.462 1.388 3.968
C -1.201 -2.092 -2.053
C -2.438 -1.705 0.020
H 1.801 2.834 1.341
H 1.286 3.298 3.007
C -0.633 -0.261 -0.615
C -1.744 -0.553 0.218
H -0.242 1.796 -0.106
H -2.459 -3.564 -1.041
C 2.093 2.910 2.393
H 0.144 -0.573 -2.613
H 2.388 0.669 2.398
H 2.010 0.086 -1.280
H 3.746 1.758 2.887
H 0.677 0.696 0.783

Summary:
* net charge: +1
* energy above the lowest of the compared OMol25 structures with the same formula, charge and spin: 0.635 eV
* spin multiplicity: 2
* LUMO energy (spin up / spin down): -4.393 / -8.153 eV
* frontier orbital gap (spin up / spin down): 9.8 / 6.1 eV
* calculated total energy: -10620.2386 eV

Calculated atomic charges, method Mulliken, unit e:
1 C -1.52
2 C -0.78
3 C -0.37
4 H 0.43
5 H 0.44
6 C -0.05
7 H 0.35
8 H 0.43
9 H 0.41
10 C -0.29
11 H 0.35
12 H 0.31
13 C -0.49
14 C -0.38
15 H 0.06
16 H 0.29
17 C 0.62
18 C -0.45
19 H 0.42
20 H 0.43
21 C -0.73
22 H 0.30
23 H 0.27
24 H 0.44
25 H 0.25
26 H 0.28